{"formula": "C30H85N5O10", "method": "ωB97M-V/def2-TZVPD", "lumo_ha": 0.0073, "smiles": "COC[C@H](C)N.COC[C@H](C)N.COC[C@H](C)N.COC[C@H](C)N.COC[C@H](C)N.CCO.CCO.CCO.CCO.CCO", "homo_energy_ev": -8.51, "de_lowest_kcal_mol": 66.5, "spin_multiplicity": 1, "orbital_gap_ev": 8.70, "symbols": ["C", "O", "C", "C", "C", "N", "H", "H", "H", "H", "H", "H", "H", "H", "H", "H", "H", "C", "O", "C", "C", "C", "N", "H", "H", "H", "H", "H", "H", "H", "H", "H", "H", "H", "C", "O", "C", "C", "C", "N", "H", "H", "H", "H", "H", "H", "H", "H", "H", "H", "H", "C", "O", "C", "C", "C", "N", "H", "H", "H", "H", "H", "H", "H", "H", "H", "H", "H", "C", "O", "C", "C", "C", "N", "H", "H", "H", "H", "H", "H", "H", "H", "H", "H", "H", "C", "C", "O", "H", "H", "H", "H", "H", "H", "C", "C", "O", "H", "H", "H", "H", "H", "H", "C", "C", "O", "H", "H", "H", "H", "H", "H", "C", "C", "O", "H", "H", "H", "H", "H", "H", "C", "C", "O", "H", "H", "H", "H", "H", "H"], "positions_angstrom": [[-2.083, 1.841, 3.903], [-2.163, 3.002, 3.122], [-1.441, 4.133, 3.639], [-1.746, 5.362, 2.703], [-3.231, 5.769, 2.701], [-1.318, 5.053, 1.337], [-2.579, 1.977, 4.864], [-1.053, 1.494, 3.991], [-2.633, 1.042, 3.406], [-1.852, 4.275, 4.639], [-0.366, 3.955, 3.668], [-1.217, 6.266, 3.007], [-3.447, 6.578, 2.003], [-3.569, 6.085, 3.688], [-3.864, 4.924, 2.433], [-0.440, 4.555, 1.378], [-1.913, 4.361, 0.904], [-1.428, -4.135, -2.675], [-0.847, -5.384, -2.876], [-0.970, -6.250, -1.786], [-0.887, -7.689, -2.302], [-1.971, -8.063, -3.284], [-0.985, -8.598, -1.172], [-0.937, -3.685, -1.812], [-2.501, -3.951, -2.620], [-1.072, -3.558, -3.529], [-0.241, -6.060, -0.998], [-1.883, -6.110, -1.206], [0.095, -7.832, -2.753], [-2.932, -8.017, -2.771], [-1.924, -9.103, -3.605], [-2.020, -7.347, -4.104], [-0.284, -8.385, -0.477], [-0.628, -9.466, -1.546], [2.593, -3.914, -1.393], [3.954, -3.616, -1.721], [4.057, -2.609, -2.695], [5.550, -2.410, -3.081], [5.871, -1.306, -4.000], [5.964, -3.746, -3.616], [2.027, -4.263, -2.257], [2.217, -3.039, -0.863], [2.676, -4.744, -0.691], [3.514, -2.856, -3.608], [3.582, -1.711, -2.301], [6.106, -2.373, -2.144], [5.891, -0.278, -3.639], [5.180, -1.257, -4.841], [6.789, -1.462, -4.567], [6.964, -3.870, -3.546], [5.553, -4.500, -3.085], [2.718, 4.902, 5.188], [2.638, 4.565, 3.864], [2.230, 5.606, 3.016], [2.379, 4.968, 1.603], [2.136, 6.022, 0.579], [1.389, 3.913, 1.426], [3.231, 5.852, 5.339], [3.269, 4.098, 5.675], [1.712, 5.038, 5.585], [1.225, 5.948, 3.261], [2.913, 6.449, 3.119], [3.382, 4.609, 1.372], [1.176, 6.507, 0.749], [2.193, 5.756, -0.477], [2.937, 6.750, 0.708], [1.623, 3.103, 1.981], [1.494, 3.531, 0.497], [-6.486, -0.384, -1.125], [-5.841, -0.026, 0.100], [-4.943, 1.066, -0.206], [-4.342, 1.743, 1.087], [-5.349, 2.593, 1.953], [-3.298, 2.690, 0.646], [-5.709, -0.859, -1.724], [-7.112, 0.339, -1.648], [-7.233, -1.148, -0.908], [-4.099, 0.769, -0.829], [-5.526, 1.801, -0.761], [-3.871, 1.011, 1.743], [-6.282, 2.119, 2.256], [-5.614, 3.437, 1.315], [-4.764, 3.006, 2.775], [-2.769, 3.010, 1.445], [-2.663, 2.086, 0.144], [1.202, -0.901, -4.056], [1.975, -0.831, -5.350], [2.286, 0.467, -5.612], [1.798, -0.501, -3.236], [0.894, -1.907, -3.771], [0.292, -0.304, -4.096], [1.395, -1.324, -6.130], [2.910, -1.388, -5.290], [2.984, 0.433, -6.269], [-0.092, -0.928, -0.219], [-0.687, 0.275, 0.559], [-1.138, 1.113, -0.444], [0.740, -0.698, -0.884], [-0.845, -1.360, -0.877], [0.262, -1.783, 0.357], [0.014, 0.748, 1.247], [-1.525, -0.130, 1.127], [-0.339, 1.494, -0.817], [1.851, 0.090, 4.126], [2.274, -1.338, 3.680], [1.303, -2.261, 4.086], [2.574, 0.819, 3.759], [1.760, 0.147, 5.211], [0.928, 0.424, 3.652], [3.155, -1.686, 4.220], [2.558, -1.326, 2.628], [0.574, -2.442, 3.489], [0.442, -4.523, 1.779], [-0.924, -3.895, 1.755], [-0.874, -2.619, 2.449], [0.787, -4.775, 2.782], [1.157, -3.760, 1.470], [0.521, -5.374, 1.103], [-1.619, -4.579, 2.241], [-1.310, -3.672, 0.760], [-1.783, -2.342, 2.589], [-0.660, 3.282, -3.136], [0.103, 3.749, -1.845], [0.852, 2.763, -1.191], [0.077, 2.810, -3.786], [-1.162, 4.057, -3.715], [-1.423, 2.551, -2.866], [-0.651, 4.169, -1.179], [0.757, 4.527, -2.240], [1.707, 2.776, -1.628]], "lowdin_charge": [-0.09, -0.25, -0.14, -0.39, -0.05, 0.05, 0.10, 0.07, 0.07, 0.12, 0.10, 0.12, 0.08, 0.07, 0.04, 0.01, 0.03, -0.12, -0.17, -0.22, -0.45, -0.06, 0.03, 0.07, 0.10, 0.08, 0.10, 0.13, 0.14, 0.08, 0.08, 0.08, 0.06, 0.07, -0.07, -0.20, -0.22, -0.41, -0.07, 0.03, 0.09, 0.08, 0.09, 0.11, 0.11, 0.13, 0.08, 0.06, 0.08, 0.06, 0.06, -0.13, -0.20, -0.18, -0.41, -0.08, 0.05, 0.09, 0.10, 0.09, 0.12, 0.12, 0.14, 0.08, 0.07, 0.08, 0.08, 0.04, -0.13, -0.18, -0.17, -0.38, -0.05, 0.04, 0.08, 0.09, 0.08, 0.11, 0.12, 0.10, 0.07, 0.07, 0.05, 0.01, 0.03, -0.08, -0.37, -0.05, 0.06, 0.06, 0.08, 0.11, 0.09, 0.09, -0.06, -0.28, -0.10, 0.06, 0.07, 0.04, 0.11, 0.10, 0.04, -0.07, -0.31, -0.09, 0.06, 0.07, 0.04, 0.11, 0.10, 0.02, -0.08, -0.27, -0.11, 0.09, 0.06, 0.06, 0.12, 0.10, 0.10, -0.06, -0.29, -0.10, 0.07, 0.08, 0.06, 0.11, 0.11, 0.11]}